# 1
C20H14F5N3OsSSe as an isolated structure. Source: the Open Molecules 2025 dataset; level of theory: wB97M-V/def2-TZVPD.

The charge is +2. Its lowest unoccupied orbital energy (spin up / spin down) is -9.13 / -9.31 eV. The calculation puts the frontier orbital gap (spin up / spin down) at 0.2103 / 0.2032 Ha.

Positions of all 45 atoms, in Å:
1 Os 0.273509 -0.210227 -0.271986
2 S -3.656293 -1.071087 1.326832
3 C -3.561398 0.638771 1.305765
4 C -2.337130 1.100476 0.927013
5 C -1.460792 0.024820 0.613030
6 C -2.036952 -1.219935 0.831472
7 C -1.236912 -2.452668 0.793124
8 C -1.671590 -3.714466 1.134978
9 C -0.741609 -4.748179 1.196266
10 C 0.595812 -4.485336 0.938750
11 C 0.958463 -3.201933 0.581203
12 N 0.064564 -2.212718 0.478117
13 H -4.437929 1.211075 1.565616
14 H -2.094793 2.149319 0.845384
15 H -2.711893 -3.890271 1.370217
16 H -1.061329 -5.745662 1.465352
17 H 1.347519 -5.257021 1.010021
18 H 1.987924 -2.949596 0.371116
19 C 3.905874 1.988222 3.196372
20 C 3.439518 1.162626 2.053021
21 C 4.141553 0.501454 1.055136
22 C 3.196795 -0.120798 0.246197
23 N 1.972110 0.134383 0.737157
24 N 2.136768 0.939560 1.811048
25 C 3.393746 -0.905203 -1.008731
26 H 4.974512 1.852546 3.338055
27 H 3.397333 1.709714 4.118945
28 H 3.719044 3.045728 3.005953
29 H 5.209345 0.482341 0.926869
30 H 1.337804 1.239524 2.348630
31 H 4.355192 -0.649535 -1.449033
32 H 2.631034 -0.681283 -1.764985
33 H 3.398182 -1.981156 -0.836258
34 F -4.843005 2.794550 -4.085455
35 C -3.700034 2.547226 -3.496221
36 C -2.857707 3.603586 -3.154487
37 F -3.212140 4.842593 -3.421679
38 C -1.654989 3.327805 -2.532056
39 F -0.843092 4.323365 -2.201347
40 C -1.289156 2.017412 -2.226009
41 Se 0.411713 1.706873 -1.476634
42 C -2.143985 0.976824 -2.580353
43 F -1.801411 -0.293268 -2.326100
44 C -3.343670 1.229752 -3.213637
45 F -4.150508 0.239795 -3.546666

Force components x, y, z for each atom (eV/Å):
-0.1 -0.4 0.2
0.0 -0.1 0.0
0.0 0.0 0.0
-0.2 0.0 -0.1
0.3 0.0 0.2
0.0 -0.1 -0.1
-0.1 0.2 0.1
0.1 0.0 0.0
0.0 0.0 0.0
-0.1 0.0 0.0
0.0 -0.1 -0.1
-0.1 0.1 0.0
0.0 0.0 0.0
0.0 0.0 0.0
0.0 0.0 0.0
0.0 0.0 0.0
0.0 0.0 0.0
0.0 0.0 0.0
0.0 0.0 0.0
-0.1 0.0 0.0
-0.1 0.0 0.0
0.2 0.0 0.1
-0.1 0.1 -0.1
0.0 0.0 0.1
-0.1 0.0 -0.1
0.0 0.0 0.0
0.0 0.0 0.0
0.0 0.0 0.0
0.0 0.0 0.0
0.0 0.0 0.0
0.0 0.0 0.0
0.0 0.0 0.0
0.0 0.0 0.0
0.0 0.0 0.0
0.1 0.0 0.0
0.0 -0.1 0.0
0.0 0.0 0.0
0.0 -0.1 0.0
0.0 0.0 0.0
0.0 0.0 0.0
0.1 0.2 -0.2
-0.2 0.2 0.0
0.1 -0.1 0.1
0.1 0.0 0.0
0.0 0.0 0.0


# 2
C2HIN2S2 in the gas phase in a non-equilibrium geometry. Source: the Open Molecules 2025 dataset; level of theory: wB97M-V/def2-TZVPD.

The charge is 0. Its lowest unoccupied orbital energy (spin up / spin down) is -1.84 / -1.84 eV. The calculation puts the frontier orbital gap (spin up / spin down) at 0.2333 / 0.2333 Ha.

Positions of all 8 atoms, in Å:
1 C 0.275889 -1.104166 -1.199095
2 C -0.642492 0.591935 1.001740
3 N 0.842964 -0.112766 -0.790637
4 N 0.498740 0.702586 0.162927
5 S -0.699382 1.816262 2.106176
6 S -1.697135 -0.672779 0.743202
7 I 0.330072 -2.730320 -2.346812
8 H 1.091344 1.509248 0.322499

Force components x, y, z for each atom (eV/Å):
-0.7 0.9 1.4
0.2 0.3 0.1
-0.6 -1.2 -0.6
0.5 0.6 0.1
-0.2 0.1 0.3
1.1 -0.6 -1.3
0.0 0.0 0.0
-0.1 -0.1 0.0


# 3
An isolated ion of composition H6NO3SSi2 and charge -1 in a non-equilibrium geometry. Source: the Open Molecules 2025 dataset; level of theory: wB97M-V/def2-TZVPD.

The charge is -1. Its lowest unoccupied orbital energy is 3.74 eV. The calculation puts the frontier orbital gap at 0.3468 Ha.

Positions of all 13 atoms, in Å:
1 O 2.927052 -1.169738 0.686645
2 S 2.445054 -0.011067 -0.032063
3 O 2.882040 1.215509 0.551928
4 O 2.480731 -0.042972 -1.495519
5 N 0.336657 0.075721 0.556835
6 Si -0.044039 -1.595436 0.165092
7 Si -0.043233 1.568119 -0.169774
8 H 0.462542 -2.468919 1.090295
9 H 0.333789 -1.914634 -1.284518
10 H -1.641246 -1.710023 0.089420
11 H -0.248692 1.691268 -1.651502
12 H 0.864847 2.687555 0.447932
13 H -1.137936 1.978725 0.739634

Force components x, y, z for each atom (eV/Å):
-0.6 -0.6 -0.6
-0.5 0.1 0.2
0.2 1.0 0.1
-0.6 -0.3 1.2
3.0 -1.8 -1.6
-2.5 2.8 -2.5
0.3 1.5 1.9
0.8 -1.6 1.6
0.0 -0.1 0.8
1.4 -0.1 0.3
-0.1 0.0 0.4
-0.4 -0.9 -1.2
-1.0 0.1 -0.7


Asked for energy above the lowest of the compared OMol25 structures with the same formula, charge and spin across the records above, the calculation gives 44.7, 40.8, 95.8 kJ/mol in order.
Asked for DFT total energy across the records above, the calculation gives -4323.7820, -1280.2713, -1261.2788 a.u. in order.